[1]
{
  "formula": "C3H4NaO3Rb",
  "method": "the ωB97M-V functional and the def2-TZVPD basis",
  "orbital_gap_ev": [8.12, 7.17],
  "s2": 0.767,
  "total_charge": 1,
  "homo_energy_ha": [-0.4166, -0.4166],
  "relative_energy_kcal_mol": 6.0,
  "multiplicity": 2,
  "symbols": ["O", "C", "C", "H", "H", "H", "H", "Rb", "O", "C", "O", "Na"],
  "xyz": [[1.464042, -1.079429, -1.992978], [1.966419, -1.797965, -1.110343], [3.227310, -2.434004, -1.269394], [-1.675719, 1.680192, 1.833188], [1.371099, -2.060460, -0.216788], [3.728329, -2.414257, -2.238072], [3.621591, -3.069360, -0.476045], [-1.770398, 0.481297, -2.761414], [-2.805759, 2.144532, 0.211359], [-2.588837, 2.201819, 1.446385], [-3.287706, 2.814385, 2.278923], [-3.250371, 3.533249, 4.295179]],
  "forces_ev_per_angstrom": [[0.1, -0.2, 0.5], [-0.4, -0.1, -0.7], [0.0, -0.3, 0.0], [-0.2, 0.0, -0.1], [0.3, 0.3, 0.0], [-0.1, 0.2, 0.4], [-0.1, 0.2, -0.2], [0.1, 0.2, 0.5], [0.5, -0.4, 0.8], [0.2, -0.2, -2.0], [-0.2, 0.5, 1.3], [-0.1, -0.1, -0.5]],
  "mulliken_spin": [0.3082, 0.0153, 0.6143, 0.0000, 0.0056, 0.0276, 0.0290, 0.0001, 0.0000, 0.0000, 0.0000, 0.0000]
}

=====

[2]
{
  "formula": "C3H4NaORb",
  "method": "the ωB97M-V functional and the def2-TZVPD basis",
  "orbital_gap_ev": [5.71, 4.13],
  "total_charge": 0,
  "homo_energy_ha": [-0.2289, -0.1648],
  "relative_energy_kcal_mol": 27.2,
  "multiplicity": 1,
  "symbols": ["C", "C", "C", "O", "Rb", "H", "H", "H", "H", "Na"],
  "xyz": [[-0.090664, 0.730758, -0.523503], [-0.009257, -0.503798, -1.088417], [0.092564, -1.966441, 2.155216], [1.088879, -2.231088, 2.678943], [-0.019153, 4.561691, -0.457531], [-0.876847, 1.161581, 0.142135], [0.813678, -0.869759, -1.735301], [-0.844220, -1.237694, -1.131946], [-0.968610, -1.988559, 2.071256], [0.813626, 2.343311, -2.110856]],
  "forces_ev_per_angstrom": [[1.2, 0.5, -0.7], [-1.3, 0.7, 0.0], [0.5, 1.8, -2.8], [0.8, -1.1, 1.8], [-0.2, 0.4, 0.6], [-0.2, -1.4, -0.6], [-0.2, 0.6, 0.4], [0.4, 0.1, 0.6], [-1.2, -0.8, 1.1], [0.3, -1.0, -0.4]],
  "nbo_charge": [-0.7924, -0.5206, 0.3281, -0.4678, 0.3637, 0.1366, 0.1600, 0.1465, 0.1439, 0.5019]
}

=====

[3]
{
  "formula": "C3H4NiO3",
  "method": "the ωB97M-V functional and the def2-TZVPD basis",
  "orbital_gap_ev": [7.03, 6.45],
  "s2": 3.766,
  "total_charge": -1,
  "homo_energy_ha": [-0.1038, -0.1273],
  "relative_energy_kcal_mol": 64.9,
  "multiplicity": 4,
  "symbols": ["H", "O", "O", "C", "C", "O", "C", "H", "H", "H", "Ni"],
  "xyz": [[-2.782049, -0.994160, 0.636909], [0.855578, -1.774998, 1.631718], [-2.047394, 0.902817, 1.064192], [-2.393790, -0.058454, 0.157982], [-1.264448, -0.509009, -0.770610], [-0.384773, -1.459472, -0.151141], [0.529600, -0.993261, 0.709215], [-3.202966, 0.269522, -0.544996], [-0.670626, 0.368542, -1.072957], [-1.678221, -1.003678, -1.662091], [0.639120, 0.349363, 2.260472]],
  "forces_ev_per_angstrom": [[0.0, 0.1, -0.2], [0.3, 0.5, -0.6], [0.7, -0.6, 0.0], [0.1, 0.3, 0.5], [0.2, 0.5, -0.5], [0.5, -0.2, 0.0], [-1.2, -0.1, 1.5], [0.0, 0.1, 0.1], [-0.2, -0.1, 0.0], [0.2, -0.1, 0.2], [-0.6, -0.3, -1.2]],
  "mulliken_spin": [-0.0044, 0.0334, 0.0514, 0.0095, -0.0020, 0.0307, 0.3079, 0.0040, -0.0045, 0.0004, 2.5737]
}

=====

[4]
{
  "formula": "C3H4O",
  "method": "the ωB97M-V functional and the def2-TZVPD basis",
  "orbital_gap_ev": 9.55,
  "smiles": "C=C=CO",
  "total_charge": 0,
  "homo_energy_ha": -0.3225,
  "relative_energy_kcal_mol": 29.8,
  "multiplicity": 1,
  "symbols": ["C", "C", "C", "O", "H", "H", "H", "H"],
  "xyz": [[1.415403, -0.579178, -0.177359], [0.239518, -0.176152, 0.204682], [-1.041277, 0.043108, 0.303067], [-1.633159, 1.212366, -0.077018], [1.314054, -1.308242, -0.974834], [2.336986, -0.301422, 0.332430], [-1.723476, -0.706063, 0.686196], [-0.908047, 1.815582, -0.297161]],
  "forces_ev_per_angstrom": [[-0.3, -0.2, 0.3], [-0.2, 0.0, 0.1], [0.1, -0.2, 0.2], [0.0, 0.2, -0.3], [1.0, 0.3, -0.4], [-0.1, -0.5, -0.2], [0.0, 0.3, 0.3], [-0.3, 0.0, -0.1]],
  "nbo_charge": [-0.4457, -0.0694, 0.0658, -0.6675, 0.2199, 0.2182, 0.1992, 0.4796]
}

=====

[5]
{
  "formula": "C3H4O",
  "method": "the ωB97M-V functional and the def2-TZVPD basis",
  "orbital_gap_ev": 10.90,
  "smiles": "C#C.C=O",
  "total_charge": 0,
  "homo_energy_ha": -0.3783,
  "relative_energy_kcal_mol": 57.9,
  "multiplicity": 1,
  "symbols": ["C", "C", "H", "H", "C", "O", "H", "H"],
  "xyz": [[2.575755, -0.239600, 0.505256], [1.718912, 0.239126, -0.161684], [3.223826, -0.741404, 1.130690], [1.136265, 0.514398, -1.021488], [-2.133180, 0.121338, -0.095869], [-1.030939, 0.443645, 0.270314], [-2.805143, -0.581985, 0.439850], [-2.685497, 0.244482, -1.067068]],
  "forces_ev_per_angstrom": [[-0.2, 0.0, 0.2], [-0.4, 0.3, -1.8], [1.0, -0.5, 0.9], [-0.1, 0.2, 0.7], [-0.5, -1.5, -0.2], [-1.4, 0.2, -0.7], [0.5, 0.2, 1.0], [1.2, 1.1, -0.1]],
  "nbo_charge": [-0.2499, -0.2107, 0.2202, 0.2377, 0.2921, -0.4836, 0.0916, 0.1026]
}

=====

[6]
{
  "formula": "C3H4O2",
  "method": "the ωB97M-V functional and the def2-TZVPD basis",
  "orbital_gap_ev": 11.00,
  "smiles": "O=C[C@H]1CO1",
  "total_charge": 0,
  "homo_energy_ha": -0.3766,
  "relative_energy_kcal_mol": 42.2,
  "multiplicity": 1,
  "symbols": ["O", "C", "C", "C", "O", "H", "H", "H", "H"],
  "xyz": [[-1.212401, -1.121441, -1.329665], [-0.703482, -0.724129, -0.303748], [0.396725, 0.273486, -0.259154], [0.322288, 1.284217, 0.791765], [1.164054, 0.148276, 0.947959], [-0.974292, -1.174725, 0.724768], [0.900019, 0.460211, -1.200216], [0.860492, 2.192856, 0.626906], [-0.492630, 1.305530, 1.529011]],
  "forces_ev_per_angstrom": [[0.3, 0.5, 0.9], [-0.6, -1.3, -0.1], [-0.4, -0.4, 0.4], [-0.1, -0.4, 0.9], [0.1, 0.2, -0.6], [0.2, 0.7, -1.1], [0.2, 0.1, 0.1], [0.1, 0.6, 0.0], [0.1, 0.1, -0.6]],
  "nbo_charge": [-0.5044, 0.4117, -0.0684, -0.0947, -0.4658, 0.1175, 0.2144, 0.1962, 0.1934]
}

=====

[7]
{
  "formula": "C3H4O2",
  "method": "the ωB97M-V functional and the def2-TZVPD basis",
  "orbital_gap_ev": 10.31,
  "smiles": "O[C@@H]1[C@H]2O[C@@H]12",
  "total_charge": 0,
  "homo_energy_ha": -0.3412,
  "relative_energy_kcal_mol": 96.6,
  "multiplicity": 1,
  "symbols": ["O", "C", "C", "O", "C", "H", "H", "H", "H"],
  "xyz": [[1.181817, 0.568557, -0.967892], [0.774004, -0.253272, 0.083967], [-0.654856, -0.564211, -0.162580], [-1.164816, -0.662538, 1.166549], [-0.332303, 0.440383, 0.813551], [0.300095, 0.871690, -1.276010], [1.531113, -0.955771, 0.421115], [-1.096547, -0.930222, -1.068487], [-0.538509, 1.485388, 0.989784]],
  "forces_ev_per_angstrom": [[-0.1, 0.0, -0.3], [-0.1, -0.3, 0.1], [0.1, -0.9, 0.0], [0.3, -0.5, 0.5], [-0.2, 0.5, -0.2], [0.9, 0.4, -0.4], [0.0, 0.3, 0.3], [-0.7, 0.6, -0.1], [-0.2, -0.1, 0.0]],
  "nbo_charge": [-0.6819, 0.0585, -0.0366, -0.4719, 0.0295, 0.4559, 0.2012, 0.2271, 0.2181]
}

=====

[8]
{
  "formula": "C3H4O2",
  "method": "the ωB97M-V functional and the def2-TZVPD basis",
  "orbital_gap_ev": 10.17,
  "total_charge": 0,
  "homo_energy_ha": -0.3356,
  "relative_energy_kcal_mol": 67.0,
  "multiplicity": 1,
  "symbols": ["C", "C", "C", "O", "O", "H", "H", "H", "H"],
  "xyz": [[0.485238, 0.803005, 0.053419], [1.128285, -0.270160, -0.362444], [-0.571777, -0.045049, 0.612145], [0.239965, -1.109252, 0.327338], [-1.676512, 0.000783, -0.260898], [0.548185, 1.808481, -0.323225], [2.047008, -0.746604, -0.676230], [-0.815809, 0.003717, 1.712695], [-1.384583, -0.444925, -1.082802]],
  "forces_ev_per_angstrom": [[1.5, 3.4, -1.8], [0.1, -1.2, 2.1], [-1.3, 1.6, 0.4], [0.9, -4.6, -0.4], [-0.7, -0.7, 0.6], [-0.1, 0.4, 0.4], [-0.1, 0.6, -0.6], [-0.3, 0.0, -1.4], [-0.2, 0.4, 0.6]],
  "nbo_charge": [-0.3127, 0.1077, 0.3427, -0.5244, -0.7035, 0.2110, 0.2166, 0.1837, 0.4790]
}

=====

[9]
{
  "formula": "C3H4O2",
  "method": "the ωB97M-V functional and the def2-TZVPD basis",
  "orbital_gap_ev": 11.47,
  "total_charge": 0,
  "homo_energy_ha": -0.3913,
  "relative_energy_kcal_mol": 45.6,
  "multiplicity": 1,
  "symbols": ["C", "C", "C", "H", "H", "H", "H", "O", "O"],
  "xyz": [[-1.120938, -0.251182, -0.103910], [0.143656, 0.745238, -0.086299], [0.757055, -0.536041, 0.025565], [0.179816, 1.432288, 0.963863], [0.026329, 1.484002, -0.924169], [1.382807, -0.809594, -0.841952], [1.202451, -0.504385, 0.976438], [-2.273199, -0.215687, 0.030051], [-0.297977, -1.344635, -0.039591]],
  "forces_ev_per_angstrom": [[1.1, 1.1, 1.3], [-4.5, 4.5, 1.8], [6.6, -0.2, -2.1], [-0.3, -2.0, -2.9], [1.0, -1.1, 0.4], [0.8, 0.2, 0.8], [1.4, -1.0, 1.1], [-2.1, 0.1, -0.4], [-3.9, -1.7, -0.1]],
  "nbo_charge": [0.7954, -0.5413, -0.1069, 0.2303, 0.2542, 0.1828, 0.1870, -0.5198, -0.4817]
}

=====

[10]
{
  "formula": "C3H4O2",
  "method": "the ωB97M-V functional and the def2-TZVPD basis",
  "orbital_gap_ev": [7.89, 7.84],
  "total_charge": 0,
  "homo_energy_ha": [-0.2792, -0.2793],
  "relative_energy_kcal_mol": 132.2,
  "multiplicity": 1,
  "symbols": ["C", "C", "C", "O", "O", "H", "H", "H", "H"],
  "xyz": [[-0.759280, -0.730951, -0.414023], [0.335283, -0.053445, -0.914123], [0.530910, 0.906782, 0.228443], [1.477186, -0.042781, -0.050226], [0.170731, 1.261645, 1.434844], [-1.756364, -0.737908, -1.076214], [-0.706296, -1.415989, 0.546191], [0.547540, 0.165503, -1.983596], [0.160291, 0.647144, 2.228704]],
  "forces_ev_per_angstrom": [[-2.5, -2.9, -0.3], [-1.1, -0.4, -1.6], [1.9, 1.4, 0.0], [-0.1, -0.3, 1.4], [-0.6, 0.0, 1.5], [2.4, -0.2, 1.7], [-0.1, 1.9, -2.1], [-0.5, 0.3, 1.0], [0.5, 0.2, -1.6]],
  "nbo_charge": [-0.4724, -0.0030, 0.4858, -0.4861, -0.6723, 0.2169, 0.2224, 0.2232, 0.4855]
}